(1)
{"formula": "C21H18Br2N2O5Pt", "method": "wB97M-V/def2-TZVPD", "orbital_gap_ev": 7.6, "largest_force_ha_per_bohr": 0.025, "homo_energy_ev": -8.97, "lumo_ev": -1.33, "total_charge": 0, "relative_energy_kcal_mol": 62.0, "species": ["Pt", "Br", "Br", "O", "O", "O", "O", "O", "N", "N", "C", "C", "C", "C", "C", "C", "C", "C", "C", "C", "C", "C", "C", "C", "C", "C", "C", "C", "C", "C", "C", "H", "H", "H", "H", "H", "H", "H", "H", "H", "H", "H", "H", "H", "H", "H", "H", "H", "H"], "xyz": [[-1.79332, 0.99863, 0.73404], [0.59755, 4.58513, 7.02266], [0.60608, -3.57470, -5.22511], [-0.96642, 2.04610, 2.46178], [-4.63479, -0.90892, -1.52332], [-3.36150, 0.23464, -0.16490], [0.85420, 1.31348, 1.44396], [-0.75363, -2.87150, 1.51214], [3.29141, 3.13322, 4.28735], [-0.73338, 1.16239, -0.93427], [1.32958, 3.73725, 5.50095], [-2.54048, -1.91275, -2.95399], [-0.33884, -2.91948, -3.69950], [0.87496, 1.50199, -3.10845], [-1.59904, -2.52604, -3.88739], [-3.51639, -0.62464, -1.16125], [0.47469, -2.16574, 1.30415], [-0.33715, 0.06611, -1.60140], [0.51389, -2.94593, -2.47619], [2.70701, 3.71414, 5.32882], [0.51112, 3.14967, 4.55707], [1.11910, 2.54446, 3.46575], [0.44307, 2.60598, -2.39679], [2.50595, 2.55894, 3.38136], [0.98114, -2.48834, -0.09211], [-0.36458, 2.39697, -1.30341], [-2.31514, -1.31457, -1.77958], [0.47736, 0.23824, -2.71414], [-0.12477, -2.52903, -1.15573], [0.31115, 1.90857, 2.37881], [-0.95787, -1.24104, -1.11976], [2.98785, 2.08080, 2.53802], [-0.81701, -3.12789, 2.43489], [1.51599, 1.61885, -3.97150], [-0.83586, -3.30960, -0.87942], [1.21900, -2.47360, 2.04261], [-0.56564, 3.16007, 4.64857], [0.77584, -0.61964, -3.28738], [1.42227, -2.36756, -2.67331], [-1.17801, -1.06596, -0.05476], [3.35106, 4.18463, 6.06209], [-1.99690, -2.65606, -4.88631], [-3.56598, -1.87604, -3.30109], [-0.72353, 3.20423, -0.68253], [0.88290, -3.97006, -2.36037], [0.72834, 3.61239, -2.66353], [1.71975, -1.72883, -0.37595], [0.31533, -1.09081, 1.41901], [1.50365, -3.44814, -0.09062]], "lowdin_charge": [1.22, 0.74, 0.75, -0.17, 0.08, -0.20, -0.02, -0.06, 0.08, -0.06, -0.67, 0.01, -0.66, -0.02, -0.12, -0.55, -0.24, -0.15, -0.23, -0.19, -0.05, -0.12, -0.03, -0.08, -0.13, -0.08, -0.08, 0.03, -0.25, -0.63, -0.18, 0.12, 0.09, 0.12, 0.16, 0.12, 0.12, 0.10, 0.10, 0.09, 0.10, 0.09, 0.12, 0.13, 0.12, 0.12, 0.13, 0.08, 0.12]}



(2)
{"formula": "C8H11N2O3", "method": "wB97M-V/def2-TZVPD", "orbital_gap_ev": 8.5, "largest_force_ha_per_bohr": 0.116, "homo_energy_ev": -13.42, "lumo_ev": -4.89, "total_charge": 1, "relative_energy_kcal_mol": 130.6, "smiles": "C\\[NH+]=C1/O/C1=C/C=C\\C(=O)N(C)O", "species": ["O", "O", "O", "N", "N", "C", "C", "C", "C", "C", "C", "C", "C", "H", "H", "H", "H", "H", "H", "H", "H", "H", "H", "H"], "xyz": [[0.15930, -0.97473, 1.69867], [-2.06437, 1.90355, -0.60544], [0.27041, -2.07021, -0.52096], [1.14512, -1.01773, -0.34833], [-2.11648, -0.32872, 0.47878], [0.52049, 2.21484, -0.23881], [2.05009, -0.74847, -1.43664], [1.73900, 1.84182, 0.50827], [1.96855, 0.67776, 1.16853], [-0.70552, 1.62597, -0.07279], [-1.72386, 0.78901, 0.05544], [-3.34899, -0.95930, 0.21257], [1.06134, -0.48047, 0.87399], [-1.36248, -0.74436, 1.05948], [-3.76508, -0.37173, -0.57703], [1.50863, -0.70815, -2.45196], [2.87073, 0.57223, 1.69727], [2.81458, -1.59933, -1.57823], [2.50476, 2.64791, 0.84459], [-3.89957, -0.99126, 1.18111], [0.58605, 3.03208, -0.87142], [2.41892, 0.34929, -1.22907], [-2.89742, -1.95389, -0.11022], [0.26582, -2.70610, 0.26222]], "lowdin_charge": [-0.04, 0.24, 0.02, -0.16, 0.09, 0.06, 0.00, -0.07, 0.03, 0.00, -0.24, 0.03, -0.35, 0.12, 0.10, 0.12, 0.11, 0.13, 0.16, 0.13, 0.11, 0.12, 0.14, 0.16]}



(3)
{"formula": "C3H5HgLiO3", "method": "wB97M-V/def2-TZVPD", "orbital_gap_ev": [8.5, 8.3], "largest_force_ha_per_bohr": 0.044, "homo_energy_ev": [-16.56, -19.61], "spin_multiplicity": 3, "lumo_ev": [-8.10, -11.33], "s_squared": 2.00, "total_charge": 2, "relative_energy_kcal_mol": 4.0, "species": ["Hg", "O", "O", "O", "C", "C", "C", "Li", "H", "H", "H", "H", "H"], "xyz": [[1.16171, 1.04707, 0.21539], [5.91151, 0.54494, 0.18836], [-1.13639, 0.64937, -0.54869], [3.61252, 0.83217, 0.32744], [4.76691, 0.67428, 0.24824], [-1.76946, -0.21965, 0.46797], [-1.69325, -1.62174, -0.02925], [-2.20090, 2.25876, -1.06590], [-1.85344, -2.44706, 0.67808], [-1.06481, 0.06462, -1.35942], [-1.18447, -0.07290, 1.37888], [-1.74649, -1.83250, -1.09014], [-2.80344, 0.12265, 0.58903]], "lowdin_charge": [1.20, 0.31, -0.38, 0.00, -0.35, -0.28, 0.11, 0.88, 0.10, 0.11, 0.10, 0.08, 0.13]}



(4)
{"formula": "C4HHgMgO4", "method": "wB97M-V/def2-TZVPD", "orbital_gap_ev": [6.1, 6.6], "largest_force_ha_per_bohr": 0.090, "homo_energy_ev": [-17.03, -17.60], "spin_multiplicity": 2, "lumo_ev": [-10.97, -10.96], "s_squared": 0.75, "total_charge": 2, "relative_energy_kcal_mol": 72.2, "species": ["Hg", "Mg", "O", "O", "O", "O", "C", "C", "C", "C", "H"], "xyz": [[0.64343, 1.48068, -1.39954], [3.00158, -1.20404, 1.03938], [-0.50021, -1.89920, 0.25004], [-0.59008, 3.30830, -0.19358], [1.27316, -2.12594, 1.61774], [1.20197, -0.63209, 0.00620], [-0.43574, -1.02307, -1.07542], [-1.49396, -0.53044, -0.60984], [0.61093, -1.44685, 0.82484], [-1.26103, 4.11046, 0.23719], [-2.45005, -0.03781, -0.69699]], "lowdin_charge": [1.08, 1.51, 0.09, -0.14, 0.05, -0.26, -0.09, 0.23, -0.69, 0.09, 0.12]}



(5)
{"formula": "C11H15N", "method": "wB97M-V/def2-TZVPD", "orbital_gap_ev": 8.6, "largest_force_ha_per_bohr": 0.097, "homo_energy_ev": -7.70, "lumo_ev": 0.93, "total_charge": 0, "relative_energy_kcal_mol": 50.7, "smiles": "Cc1c[nH]c2ccccc12.CC", "species": ["N", "C", "C", "C", "C", "C", "C", "C", "C", "C", "C", "C", "H", "H", "H", "H", "H", "H", "H", "H", "H", "H", "H", "H", "H", "H", "H"], "xyz": [[-0.07771, -2.18515, 1.25715], [-0.63925, -0.02346, 1.04906], [1.21298, 0.81799, -1.51983], [1.62728, 0.25343, -2.89164], [1.03141, -1.39339, 1.49455], [-2.44640, -1.50607, 0.11629], [-3.04495, -0.33942, -0.34497], [-1.34975, 1.11020, 0.61694], [1.73149, 0.97812, 2.05381], [0.69292, -0.04234, 1.54237], [-1.13796, -1.30816, 0.72878], [-2.49854, 0.90371, -0.18821], [2.65066, 0.51647, 2.16410], [1.06222, -0.68635, -2.90318], [-4.04806, -0.46113, -0.58161], [1.35417, 1.91254, -1.48599], [1.72531, 0.32090, -0.59703], [2.78617, 0.24165, -2.98438], [-1.07631, 2.04398, 0.86972], [-3.04953, 1.66846, -0.54832], [1.94393, -1.95542, 1.61466], [1.10311, 0.89962, -3.52674], [-0.00692, -3.08047, 0.81700], [-2.86791, -2.43802, 0.10338], [0.14716, 0.51219, -1.38439], [1.72181, 1.87443, 1.43971], [1.45266, 1.36569, 3.08876]], "lowdin_charge": [0.06, -0.20, -0.19, -0.17, -0.08, 0.01, -0.11, 0.00, -0.04, -0.23, -0.12, -0.08, 0.04, 0.06, 0.08, 0.07, 0.08, 0.10, 0.07, 0.06, 0.12, 0.03, 0.13, 0.07, 0.06, 0.06, 0.10]}



(6)
{"formula": "C13H11N3O", "method": "wB97M-V/def2-TZVPD", "orbital_gap_ev": 7.1, "largest_force_ha_per_bohr": 0.061, "homo_energy_ev": -9.07, "lumo_ev": -1.97, "total_charge": 0, "relative_energy_kcal_mol": 6.0, "smiles": "C=C1C(=O)N=NC=C1N1Cc2ccccc2C1", "species": ["O", "N", "N", "N", "C", "C", "C", "C", "C", "C", "C", "C", "C", "C", "C", "C", "C", "H", "H", "H", "H", "H", "H", "H", "H", "H", "H", "H"], "xyz": [[-2.85430, 3.15838, -3.11782], [-3.53201, 0.58971, -0.88640], [-3.70843, 1.49650, -1.82464], [0.12666, 0.39792, -0.62753], [-2.62321, 2.15075, -2.43320], [1.94554, -1.72378, 3.14582], [-1.27842, 1.81494, -2.02498], [-0.17636, 2.46101, -2.57082], [-2.26078, 0.19193, -0.53188], [-1.14665, 0.77148, -1.05437], [1.03601, -0.30220, 1.37250], [1.62833, -0.43019, 2.66040], [0.55357, 0.91229, 0.68974], [1.78613, -2.81762, 2.29231], [0.52971, -1.01715, -0.82080], [0.95129, -1.38770, 0.54414], [1.27579, -2.67493, 1.00201], [1.73803, 0.44292, 3.30100], [1.34481, -1.11086, -1.55813], [1.16165, -3.55411, 0.34676], [1.96720, -3.80977, 2.67709], [-0.29151, 3.18696, -3.39070], [-2.18774, -0.56657, 0.23048], [-0.30956, -1.63231, -1.13183], [2.33448, -1.83152, 4.15949], [0.85176, 2.25210, -2.31310], [1.36938, 1.66342, 0.58171], [-0.23139, 1.36840, 1.28276]], "lowdin_charge": [0.07, 0.06, 0.09, -0.09, -0.42, -0.08, -0.14, 0.20, -0.06, -0.22, -0.17, 0.00, -0.09, -0.10, -0.08, -0.19, -0.02, 0.11, 0.13, 0.12, 0.10, 0.09, 0.12, 0.12, 0.10, 0.08, 0.13, 0.13]}